No. 1
85
Properties=species:S:1:pos:R:3:forces:R:3:mulliken_charge:R:1 method="wB97M-V/def2-TZVPD" charge=+2 multiplicity=3 s_squared=2.04 energy_ev=-81041.1785
Mo 0.10385 -0.47301 0.27772 0.55 -0.17 1.10 -0.328
C 3.28848 -0.68472 2.90403 0.07 -0.02 -0.02 -1.647
C 3.42819 0.19194 1.65318 0.08 -0.02 -0.02 0.686
C 4.79510 0.89787 1.67370 -0.01 -0.05 0.05 -1.421
C 3.27053 -0.60709 0.37158 -0.17 -0.01 0.06 1.343
C 4.10742 -1.69506 0.14914 0.09 -0.05 -0.05 -0.209
C 4.09336 -2.37209 -1.05912 0.02 -0.05 0.03 -1.762
C 3.23845 -1.98182 -2.08283 0.09 -0.05 0.02 -0.913
C 2.35496 -0.92759 -1.91918 -0.07 0.09 0.04 1.143
C 1.58743 -0.49482 -3.16427 0.05 0.03 -0.01 0.114
C 2.33653 0.64240 -3.87255 0.04 0.00 -0.02 -1.600
C 0.10675 -0.14775 -3.03812 0.01 0.02 -0.06 -1.154
C 2.34140 -0.27374 -0.65197 -0.07 0.29 -0.26 -0.906
N 1.35626 0.76321 -0.43378 -0.05 0.17 -0.34 3.184
C 1.60332 2.14383 -0.60356 0.01 -0.51 0.05 0.060
C 2.86776 2.64780 -0.87926 0.18 0.09 0.00 -0.743
C 3.04761 4.00660 -1.07962 0.03 -0.01 -0.02 -1.228
C 1.96362 4.87384 -1.01874 0.03 0.05 0.00 -0.659
C 0.68845 4.38419 -0.77073 0.07 0.10 -0.02 -1.037
C 0.53732 3.03409 -0.57261 -0.17 0.00 -0.02 -0.600
F -0.70596 2.53659 -0.36654 0.01 -0.08 0.07 0.345
H 3.25345 -0.05182 3.79282 0.00 -0.01 -0.03 0.429
H 4.14975 -1.34728 3.01915 -0.04 0.03 -0.01 0.411
H 2.39277 -1.30611 2.88286 0.05 0.03 -0.01 0.266
H 2.65313 0.95550 1.67810 -0.04 0.07 0.01 -0.224
H 5.60866 0.18377 1.52692 -0.04 0.03 0.03 0.343
H 4.94313 1.37200 2.64559 -0.02 0.00 -0.05 0.470
H 4.87994 1.67202 0.91253 -0.02 -0.04 -0.03 0.340
H 4.80854 -1.99168 0.91990 -0.03 0.01 -0.03 0.504
H 4.77218 -3.20347 -1.21588 -0.04 0.05 0.01 0.463
H 3.27126 -2.49884 -3.03546 0.01 0.02 0.05 0.539
H 1.63872 -1.36448 -3.82078 0.01 -0.04 -0.05 0.719
H 2.25725 1.57619 -3.31492 0.00 0.01 0.02 0.316
H 1.90499 0.80678 -4.86102 0.00 0.00 0.02 0.489
H 3.39408 0.40664 -4.00234 -0.04 0.00 0.01 0.366
H -0.06888 0.81471 -2.56076 -0.01 0.04 0.04 0.223
H -0.44765 -0.92679 -2.50854 -0.01 -0.01 0.04 -0.030
H -0.32712 -0.08494 -4.03863 0.03 -0.02 0.01 0.625
H 3.70267 1.96317 -0.96334 -0.02 0.02 0.01 0.829
H 4.03699 4.38818 -1.29614 -0.04 -0.01 0.01 0.474
H 2.10583 5.93446 -1.17761 0.00 -0.03 0.00 0.428
H -0.17959 5.03080 -0.73929 0.04 -0.04 0.00 0.550
N -2.56620 -1.86472 -0.77884 0.08 0.09 0.08 0.068
P -2.35916 -0.38823 0.04500 -0.40 -0.01 -0.23 1.532
C -3.36854 -0.48200 1.53930 -0.04 0.03 -0.03 0.961
C -4.09752 -1.63868 1.80286 0.02 -0.08 0.12 -0.677
C -4.89833 -1.71519 2.93379 0.02 -0.02 0.01 -0.779
C -4.97666 -0.63922 3.80551 -0.01 -0.01 -0.01 -0.714
C -4.25546 0.51948 3.54550 0.04 -0.03 -0.04 -1.020
C -3.45086 0.60087 2.41860 -0.01 -0.01 0.05 -0.525
C -3.15059 0.79810 -1.06657 0.10 -0.06 -0.03 0.743
C -3.08556 0.57365 -2.44378 -0.01 0.05 0.00 -0.497
C -3.67368 1.46847 -3.32318 0.00 0.01 0.02 -0.910
C -4.31957 2.59627 -2.83554 -0.01 0.00 0.00 -0.604
C -4.37977 2.82721 -1.46765 0.01 0.00 -0.01 -0.901
C -3.79869 1.93391 -0.58210 -0.02 0.00 0.03 -0.468
C -1.58329 -2.82542 -0.86469 0.17 0.20 0.07 0.230
C -1.85186 -4.11129 -1.32974 -0.08 -0.06 -0.02 -1.022
C -0.83020 -5.02997 -1.36520 0.04 -0.09 -0.03 -0.532
C 0.45000 -4.67338 -0.92620 -0.05 -0.16 -0.06 -1.057
C 0.64974 -3.39699 -0.49231 -0.14 0.26 0.03 -0.641
N -0.34132 -2.46461 -0.48523 -0.09 -0.11 -0.14 0.413
H -3.47336 -2.10004 -1.15505 -0.05 -0.05 -0.02 0.374
H -4.02961 -2.49894 1.15042 -0.02 0.02 -0.01 0.321
H -5.45603 -2.62136 3.13563 0.02 0.05 -0.02 0.463
H -5.60299 -0.70220 4.68612 0.02 0.01 -0.03 0.437
H -4.32328 1.36453 4.21903 0.00 -0.01 -0.02 0.508
H -2.89348 1.50888 2.23225 0.03 -0.01 0.02 0.523
H -2.58840 -0.30145 -2.83759 -0.02 -0.02 0.00 0.462
H -3.63336 1.28022 -4.38864 -0.01 0.01 0.04 0.458
H -4.78705 3.28995 -3.52236 0.02 -0.01 0.02 0.431
H -4.89101 3.70092 -1.08513 0.01 -0.02 -0.02 0.480
H -3.87433 2.12543 0.47917 -0.01 -0.02 -0.07 0.371
H -2.85728 -4.37039 -1.63603 0.05 -0.01 0.00 0.535
H -1.02487 -6.03549 -1.71979 0.01 0.06 0.03 0.451
H 1.26743 -5.38050 -0.91857 -0.05 0.01 -0.01 0.534
H 1.61522 -3.06525 -0.13026 -0.02 0.03 0.01 0.670
C -0.44254 0.88333 5.27645 0.02 -0.17 -0.13 -0.647
O -0.39887 -0.33943 4.47785 -0.07 0.17 0.18 -0.322
C -0.24687 -0.32680 3.20025 0.02 0.04 0.06 1.127
S -0.05026 1.06284 2.23512 -0.09 -0.07 -0.31 -0.443
S -0.21915 -1.81360 2.38127 -0.06 0.08 -0.23 -0.537
H 0.43262 0.86684 5.91609 0.05 0.00 0.03 0.292
H -1.34865 0.82423 5.86861 -0.03 -0.04 0.01 0.281
H -0.44731 1.76663 4.64599 -0.01 0.00 -0.05 0.430



No. 2
20
Properties=species:S:1:pos:R:3:forces:R:3:nbo_charge:R:1 method="wB97M-V/def2-TZVPD" multiplicity=2 s_squared=0.76 energy_ev=-14538.7738
O -0.10899 0.04682 0.05852 0.21 0.09 0.57 -0.747
H -0.12160 -0.41274 0.92060 0.37 -0.03 -0.38 0.445
O 0.41131 -1.20736 -2.11842 0.27 -0.49 -0.71 -0.831
H -0.46491 -1.46088 -2.40863 -0.37 -0.24 -0.23 0.470
H 0.26422 -0.72249 -1.30634 0.03 0.24 0.34 0.461
O 1.32287 1.42300 -1.74306 0.38 0.36 -0.13 -0.789
H 0.66795 1.25724 -2.42117 -0.22 -0.04 -0.40 0.477
H 0.91793 1.10605 -0.93572 -0.03 0.33 0.18 0.466
O 2.57160 -0.46545 -0.00611 0.26 -0.28 0.00 -0.895
H 1.70546 -0.11178 0.19623 0.09 0.18 0.03 0.450
H 2.92242 -0.74046 0.84097 0.31 -0.09 0.24 0.465
O -1.85849 -1.82810 0.82582 -0.31 -0.22 0.29 -0.925
H -1.30674 -2.47192 1.26999 -0.02 -0.42 0.11 0.465
H -1.25007 -1.14599 0.54157 -0.83 -0.34 -0.60 0.445
O -0.03876 0.98886 2.70800 -0.06 0.01 0.17 -0.894
H 0.09893 0.69535 1.80737 0.23 0.92 0.18 0.436
H 0.11487 0.20863 3.24081 0.02 -0.16 0.41 0.464
O -1.85464 1.97880 -0.59174 -0.06 0.44 -0.14 -0.901
H -2.71848 1.64239 -0.35338 -0.34 -0.02 0.08 0.472
H -1.27490 1.22004 -0.52534 0.09 -0.23 -0.02 0.466